No. 1
C6H10N2Si | ωB97M-V/def2-TZVPD

Summary:
M ... 138.2 u
HOMO level ... -8.06 eV
Net charge ... 0
Relative energy (zero: lowest compared OMol25 entry of this formula, charge and spin) ... 0.247 eV
SMILES ... Nc1ccccc1N[SiH3]
LUMO ... 0.95 eV
Kohn-Sham gap ... 0.3311 hartree

Bonds (Å) are listed after each position.
CARTESIAN COORDINATES (ANGSTROEM)
1 H -3.88 0.51 -0.36  C8 1.050
2 H 2.30 -2.12 0.29  Si17 1.588
3 H -2.59 -1.37 -0.99  C13 1.073
4 H -0.56 -2.40 -0.87  N6 1.042
5 N 1.36 0.37 0.69  C7 1.468, H10 1.033, Si17 1.707
6 N -0.05 -1.77 -0.22  H4 1.042, C9 1.418, H11 1.058
7 C -0.06 0.56 0.38  N5 1.468, C9 1.458, C19 1.378
8 C -2.84 0.64 -0.33  H1 1.050, C13 1.366, C18 1.395
9 C -0.82 -0.60 -0.05  N6 1.418, C7 1.458, C13 1.397
10 H 1.70 1.33 0.89  N5 1.033
11 H 0.12 -2.30 0.68  N6 1.058
12 H 1.95 -0.72 -1.73  Si17 1.531
13 C -2.15 -0.53 -0.48  H3 1.073, C8 1.366, C9 1.397
14 H -0.30 2.74 0.68  C19 1.118
15 H 3.66 -0.05 -0.08  Si17 1.430
16 H -2.69 2.73 0.19  C18 1.125
17 Si 2.37 -0.63 -0.27  H2 1.588, N5 1.707, H12 1.531, H15 1.430
18 C -2.13 1.76 0.09  C8 1.395, H16 1.125, C19 1.411
19 C -0.75 1.76 0.39  C7 1.378, H14 1.118, C18 1.411

These are the Mulliken partial charges, in e, on atoms 1 to 2: 0.393, -0.124

---

No. 2
C6H10N3 | ωB97M-V/def2-TZVPD

Summary:
M ... 124.2 u
HOMO level ... -12.27 eV
Net charge ... +1
Relative energy (zero: lowest compared OMol25 entry of this formula, charge and spin) ... 0.473 eV
SMILES ... Cn1cccc(N)c1=[NH2+]
LUMO ... -3.58 eV
Kohn-Sham gap ... 0.3195 hartree

Bonds (Å) are listed after each position.
CARTESIAN COORDINATES (ANGSTROEM)
1 C -2.22 0.64 -0.17  C6 1.367, C7 1.418, H11 1.061
2 N -0.25 -0.55 -0.72  C4 1.340, C6 1.332, C13 1.438
3 H 1.06 -0.24 -2.08  C13 1.104
4 C 0.45 0.03 0.27  N2 1.340, C5 1.486, N9 1.339
5 C -0.23 0.92 1.24  C4 1.486, C7 1.379, N14 1.344
6 C -1.53 -0.26 -0.94  C1 1.367, N2 1.332, H8 1.121
7 C -1.55 1.19 0.95  C1 1.418, C5 1.379, H10 1.054
8 H -2.02 -0.82 -1.78  C6 1.121
9 N 1.74 -0.30 0.38  C4 1.339, H17 0.978, H18 0.970
10 H -1.93 1.95 1.58  C7 1.054
11 H -3.27 0.79 -0.23  C1 1.061
12 H 1.07 -2.09 -1.53  C13 1.177
13 C 0.46 -1.13 -1.83  N2 1.438, H3 1.104, H12 1.177, H16 1.136
14 N 0.46 1.37 2.31  C5 1.344, H15 1.015, H19 1.045
15 H 1.46 1.43 2.46  N14 1.015
16 H -0.27 -1.51 -2.62  C13 1.136
17 H 2.37 0.24 0.91  N9 0.978
18 H 2.12 -1.16 0.14  N9 0.970
19 H 0.07 2.15 2.88  N14 1.045

These are the Mulliken partial charges, in e, on atoms 1 to 2: -0.893, 0.051

---

No. 3
C6H10N3 | ωB97M-V/def2-TZVPD

Summary:
M ... 124.2 u
HOMO level ... -13.36 eV
Net charge ... +1
Relative energy (zero: lowest compared OMol25 entry of this formula, charge and spin) ... 1.607 eV
SMILES ... C=Nc1n(C)cc[n+]1C
LUMO ... -4.29 eV
Kohn-Sham gap ... 0.3334 hartree

Bonds (Å) are listed after each position.
CARTESIAN COORDINATES (ANGSTROEM)
1 C 1.60 -0.95 0.13  N7 1.375, H11 1.128, C12 1.356
2 C -1.21 2.24 0.35  H5 1.100, N13 1.276, H19 1.066
3 H 0.65 -2.95 -0.07  C12 1.032
4 H -2.10 -2.79 0.33  C15 1.192
5 H -2.00 2.85 -0.12  C2 1.100
6 H 1.31 2.15 -0.84  C8 1.173
7 N 0.98 0.28 0.16  C1 1.375, C8 1.447, C18 1.348
8 C 1.76 1.50 0.03  H6 1.173, N7 1.447, H10 1.027, H16 1.085
9 N -0.50 -1.23 -0.06  C12 1.355, C15 1.473, C18 1.317
10 H 2.75 1.32 -0.15  C8 1.027
11 H 2.72 -1.02 0.20  C1 1.128
12 C 0.67 -1.91 -0.04  C1 1.356, H3 1.032, N9 1.355
13 N -1.27 1.01 0.03  C2 1.276, C18 1.322
14 H -1.78 -2.22 -1.40  C15 1.150
15 C -1.83 -1.83 -0.32  H4 1.192, N9 1.473, H14 1.150, H17 1.083
16 H 1.60 2.09 0.92  C8 1.085
17 H -2.66 -1.15 -0.15  C15 1.083
18 C -0.35 0.07 0.09  N7 1.348, N9 1.317, N13 1.322
19 H -0.36 2.54 0.92  C2 1.066

These are the Mulliken partial charges, in e, on atoms 1 to 2: -0.228, -0.294

---

No. 4
C6H10N3O | ωB97M-V/def2-TZVPD

Summary:
M ... 140.2 u
HOMO level (alpha / beta) ... -11.90 / -11.75 eV
Net charge ... +1
<S²> ... 2.01
Relative energy (zero: lowest compared OMol25 entry of this formula, charge and spin) ... 0.166 eV
LUMO (alpha / beta) ... -3.26 / -5.83 eV
2S+1 ... 3
Kohn-Sham gap (alpha / beta) ... 0.3175 / 0.2175 hartree

Bonds (Å) are listed after each position.
CARTESIAN COORDINATES (ANGSTROEM)
1 H 3.21 0.77 -1.19  C19 1.063
2 N 0.17 -2.09 0.03  H5 1.026, H15 0.994, C17 1.361
3 N -2.87 -1.26 -0.05  H6 0.954, H10 1.024, C11 1.331
4 O 2.40 -0.57 0.03  C19 1.437
5 H 1.19 -2.11 0.14  N2 1.026
6 H -2.79 -2.20 0.08  N3 0.954
7 C -1.13 1.94 0.22  N8 1.375, H9 1.136, C20 1.371
8 N 0.19 1.54 0.23  C7 1.375, C14 1.310, H18 1.032
9 H -1.42 3.03 0.20  C7 1.136
10 H -3.79 -0.87 -0.26  N3 1.024
11 C -1.85 -0.40 -0.08  N3 1.331, C17 1.545, C20 1.395
12 H -3.14 1.32 -0.30  C20 1.154
13 H 3.47 1.02 0.63  C19 1.044
14 C 0.42 0.26 0.23  N8 1.310, C17 1.364
15 H -0.26 -2.96 0.20  N2 0.994
16 H 4.34 -0.25 -0.20  C19 1.125
17 C -0.38 -0.84 0.09  N2 1.361, C11 1.545, C14 1.364
18 H 0.90 2.29 0.17  N8 1.032
19 C 3.42 0.40 -0.21  H1 1.063, O4 1.437, H13 1.044, H16 1.125
20 C -2.09 0.97 0.04  C7 1.371, C11 1.395, H12 1.154

These are the Mulliken partial charges, in e, on atoms 1 to 2: 0.311, -0.430

---

No. 5
C6H10N3O5S | ωB97M-V/def2-TZVPD

Summary:
M ... 236.2 u
HOMO level (alpha / beta) ... -10.30 / -13.94 eV
Net charge ... +1
<S²> ... 2.01
Relative energy (zero: lowest compared OMol25 entry of this formula, charge and spin) ... 0.000 eV
LUMO (alpha / beta) ... -3.16 / -6.93 eV
2S+1 ... 3
Kohn-Sham gap (alpha / beta) ... 0.2622 / 0.2576 hartree

Bonds (Å) are listed after each position.
CARTESIAN COORDINATES (ANGSTROEM)
1 O 0.64 -1.28 -0.16  S13 1.737, C23 1.422
2 H 3.84 -1.35 1.05  N5 1.008
3 C -1.97 0.51 -1.32  C4 1.332, C7 1.465, H10 1.078
4 C -0.74 1.01 -1.47  C3 1.332, C22 1.500, H24 1.078
5 N 2.92 -1.73 0.90  H2 1.008, S13 1.678, H16 1.008
6 H 2.11 0.76 -0.89  N17 1.096
7 C -2.35 -0.05 -0.02  C3 1.465, C9 1.340, N12 1.460
8 H 1.92 1.80 0.43  N17 1.026
9 C -1.40 -0.48 0.82  C7 1.340, H11 1.081, C23 1.533
10 H -2.67 0.43 -2.13  C3 1.078
11 H -1.67 -1.06 1.70  C9 1.081
12 N -3.76 -0.40 0.16  C7 1.460, O20 1.204, O21 1.204
13 S 2.25 -1.71 -0.64  O1 1.737, N5 1.678, O14 1.464
14 O 2.83 -0.49 -1.21  S13 1.464
15 H 1.55 2.39 -1.09  N17 1.024
16 H 2.74 -2.54 1.47  N5 1.008
17 N 1.51 1.57 -0.48  H6 1.096, H8 1.026, H15 1.024, C22 1.479
18 H 0.56 -0.57 2.41  O25 0.966
19 H -0.36 1.87 0.42  C22 1.100
20 O -4.08 -0.81 1.25  N12 1.204
21 O -4.47 -0.27 -0.80  N12 1.204
22 C 0.11 1.14 -0.25  C4 1.500, N17 1.479, H19 1.100, C23 1.552
23 C 0.08 -0.19 0.55  O1 1.422, C9 1.533, C22 1.552, O25 1.387
24 H -0.36 1.37 -2.42  C4 1.078
25 O 0.77 0.08 1.73  H18 0.966, C23 1.387

These are the Mulliken partial charges, in e, on atoms 1 to 2: -0.377, 0.275

---

No. 6
C6H10N4S | ωB97M-V/def2-TZVPD

Summary:
M ... 170.2 u
HOMO level ... -8.32 eV
Net charge ... 0
Relative energy (zero: lowest compared OMol25 entry of this formula, charge and spin) ... 4.312 eV
SMILES ... N/N=C/c1csnn1.C=CC
LUMO ... 0.27 eV
Kohn-Sham gap ... 0.3157 hartree

Bonds (Å) are listed after each position.
CARTESIAN COORDINATES (ANGSTROEM)
1 H 1.69 -2.36 -0.17  C20 1.089
2 C -0.16 -1.41 -0.42  C9 1.549, H14 1.056, C20 1.282
3 C 1.88 1.17 1.24  N6 1.236, C7 1.436, H21 1.135
4 H 0.71 -1.70 -2.38  C9 1.049
5 N 4.20 -1.26 0.35  N10 1.220, S19 1.658
6 N 1.49 2.26 0.81  C3 1.236, N8 1.310
7 C 2.91 0.44 0.56  C3 1.436, N10 1.343, C15 1.441
8 N 0.50 2.75 1.51  N6 1.310, H16 1.003, H17 0.998
9 C -0.24 -1.54 -1.96  C2 1.549, H4 1.049, H11 1.097, H12 1.097
10 N 3.42 -0.69 1.08  N5 1.220, C7 1.343
11 H -0.75 -0.63 -2.29  C9 1.097
12 H -0.91 -2.35 -2.27  C9 1.097
13 H 0.85 -1.56 1.23  C20 1.027
14 H -0.88 -0.90 0.17  C2 1.056
15 C 3.45 0.70 -0.75  C7 1.441, H18 1.089, S19 1.655
16 H 0.21 3.71 1.52  N8 1.003
17 H 0.40 2.32 2.41  N8 0.998
18 H 3.51 1.59 -1.37  C15 1.089
19 S 4.49 -0.53 -1.12  N5 1.658, C15 1.655
20 C 0.82 -1.88 0.26  H1 1.089, C2 1.282, H13 1.027
21 H 1.63 0.66 2.23  C3 1.135

These are the Mulliken partial charges, in e, on atoms 1 to 2: 0.274, 0.190